# C59H47NO3PPdS2Se

C59H47NO3PPdS2Se as an isolated structure (the ωB97M-V functional and the def2-TZVPD basis, the Open Molecules 2025 dataset).

- HOMO energy: -0.1425 Ha
- Relative energy (zero: lowest compared OMol25 entry of this formula, charge and spin): 6.46 kcal/mol
- Energy: -6224.067580 Ha
- LUMO energy: 2.31 eV
- Frontier orbital gap: 6.188 eV

Structure (ORCA input):
```
! RIJCOSX wB97M-V def2-TZVPD def2/J DEFGRID3
* xyz -1 1
Pd -0.232 0.129 0.813
O -0.290 1.533 3.757
N -0.510 0.209 3.581
C -1.587 -0.201 4.097
C -1.857 -1.646 4.099
C -2.548 -2.125 5.220
C -2.715 -3.477 5.446
C -2.181 -4.389 4.543
C -1.545 -3.922 3.407
C -1.398 -2.556 3.138
P -0.693 -2.116 1.486
C -1.746 -3.201 0.432
C -3.062 -3.469 0.821
C -3.920 -4.193 0.008
C -3.491 -4.651 -1.228
C -2.208 -4.345 -1.652
C -1.349 -3.614 -0.840
C 0.962 -2.905 1.618
C 1.716 -3.197 0.478
C 3.036 -3.607 0.580
C 3.636 -3.730 1.825
C 2.903 -3.434 2.963
C 1.581 -3.020 2.860
H 0.518 1.676 3.200
H -2.255 0.475 4.633
H -2.925 -1.406 5.942
H -3.241 -3.817 6.330
H -2.272 -5.456 4.710
H -1.164 -4.637 2.687
H -3.439 -3.088 1.758
H -4.934 -4.379 0.341
H -4.161 -5.214 -1.868
H -1.865 -4.652 -2.635
H -0.400 -3.321 -1.247
H 1.301 -3.069 -0.509
H 3.601 -3.801 -0.326
H 4.675 -4.028 1.909
H 3.368 -3.485 3.937
H 1.044 -2.759 3.764
C 6.866 -2.070 -2.845
C 5.467 -1.635 -2.497
C 5.233 -0.727 -1.467
C 3.948 -0.313 -1.150
C 2.880 -0.810 -1.884
C 3.082 -1.727 -2.905
C 4.375 -2.130 -3.207
S 1.197 -0.446 -1.378
O 0.363 -1.386 -2.196
C 0.887 1.122 -2.208
C 1.491 1.358 -3.467
C 1.070 2.385 -4.251
C -0.003 3.212 -3.834
C -0.498 4.243 -4.672
C -1.538 5.030 -4.270
C -2.130 4.818 -3.006
C -1.669 3.835 -2.178
C -0.588 2.997 -2.566
C -0.107 1.933 -1.719
C -0.677 1.907 -0.319
C -0.347 3.110 0.469
C 0.832 3.837 0.226
C 1.140 4.957 0.964
C 0.279 5.394 1.973
C -0.883 4.701 2.222
C -1.220 3.560 1.477
C -2.446 2.849 1.726
C -2.763 1.743 1.029
C -1.891 1.242 -0.007
S -2.621 -0.079 -1.005
O -3.645 -0.682 -0.104
C -3.563 0.892 -2.190
C -4.829 1.367 -1.894
C -5.496 2.148 -2.828
C -4.919 2.446 -4.062
C -5.650 3.285 -5.076
C -3.660 1.927 -4.351
C -2.983 1.148 -3.425
H 7.537 -1.969 -1.991
H 7.276 -1.463 -3.658
H 6.886 -3.111 -3.172
H 6.070 -0.351 -0.886
H 3.755 0.377 -0.334
H 2.218 -2.129 -3.423
H 4.539 -2.853 -3.999
H 2.291 0.712 -3.799
H 1.541 2.576 -5.209
H -0.034 4.390 -5.642
H -1.913 5.816 -4.917
H -2.966 5.433 -2.692
H -2.153 3.680 -1.222
H 1.522 3.492 -0.534
H 2.070 5.482 0.776
H 0.528 6.269 2.562
H -1.559 5.024 3.007
H -3.096 3.212 2.515
H -3.662 1.175 1.229
H -5.274 1.115 -0.937
H -6.483 2.536 -2.595
H -6.419 3.899 -4.604
H -6.142 2.661 -5.827
H -4.963 3.951 -5.604
H -3.195 2.146 -5.309
H -2.003 0.741 -3.660
Se 2.240 1.232 1.742
C 3.264 0.216 2.995
C 2.747 -0.174 4.236
C 3.528 -0.854 5.160
C 4.848 -1.182 4.873
C 5.373 -0.813 3.640
C 4.594 -0.123 2.721
H 1.719 0.063 4.476
H 3.094 -1.135 6.115
H 5.457 -1.713 5.595
H 6.400 -1.058 3.392
H 5.028 0.173 1.773
*
```



# C59H48FN3O2P3Ti

C59H48FN3O2P3Ti as an isolated structure at a distorted geometry (the ωB97M-V functional and the def2-TZVPD basis, the Open Molecules 2025 dataset).

- HOMO energy (alpha / beta): -0.1923 / -0.2749 Ha
- Relative energy (zero: lowest compared OMol25 entry of this formula, charge and spin): 11.37 kcal/mol
- Energy: -4565.295031 Ha
- LUMO energy (alpha / beta): 0.29 / 0.29 eV
- Frontier orbital gap (alpha / beta): 5.521 / 7.767 eV

Structure (ORCA input):
```
! RIJCOSX wB97M-V def2-TZVPD def2/J DEFGRID3
* xyz 0 2
Ti -0.138 0.091 0.055
O -0.285 -0.591 1.898
C 0.170 0.601 1.873
C 0.476 1.640 2.728
C 0.486 1.614 4.149
C 0.801 2.745 4.854
C 1.125 3.936 4.192
C 1.135 3.987 2.801
C 0.811 2.868 2.059
P 0.812 2.770 0.230
C -0.486 3.952 -0.293
C -1.382 4.580 0.559
C -2.337 5.441 0.046
C -2.398 5.689 -1.315
C -1.509 5.060 -2.173
C -0.561 4.195 -1.665
C 2.276 3.857 -0.073
C 2.213 5.196 -0.445
C 3.373 5.924 -0.645
C 4.613 5.328 -0.488
C 4.688 3.996 -0.112
C 3.529 3.275 0.100
H 0.234 0.691 4.652
H 0.799 2.726 5.937
H 1.367 4.821 4.764
H 1.394 4.912 2.301
H -1.335 4.383 1.620
H -3.040 5.920 0.711
H -3.136 6.372 -1.708
H -1.562 5.242 -3.237
H 0.135 3.690 -2.325
H 1.255 5.677 -0.574
H 3.309 6.966 -0.924
H 5.518 5.899 -0.645
H 5.652 3.522 0.017
H 3.582 2.246 0.421
O 0.156 0.049 -1.755
C 1.036 0.371 -2.648
C 0.660 0.578 -3.993
C 1.578 0.891 -4.968
C 2.927 1.022 -4.657
C 3.337 0.811 -3.361
C 2.427 0.477 -2.352
C 2.884 0.157 -1.025
N 2.129 0.027 0.055
C 2.960 -0.308 1.082
C 4.239 -0.401 0.625
N 4.181 -0.112 -0.711
H -0.383 0.472 -4.248
H 1.251 1.039 -5.988
H 3.646 1.275 -5.422
H 4.386 0.924 -3.120
H 2.596 -0.430 2.087
H 5.156 -0.639 1.125
H 4.957 -0.095 -1.352
C -1.016 -3.598 1.630
N -0.992 -3.232 0.195
P -2.053 -1.875 -0.173
C -3.614 -2.372 0.664
C -4.487 -1.349 1.013
C -5.711 -1.635 1.592
C -6.080 -2.948 1.825
C -5.215 -3.974 1.479
C -3.993 -3.692 0.897
C -2.655 -2.261 -1.873
C -3.282 -3.442 -2.268
C -3.717 -3.594 -3.573
C -3.553 -2.571 -4.494
C -2.950 -1.388 -4.102
C -2.509 -1.237 -2.800
P 0.625 -2.606 -0.135
C 1.574 -4.043 0.528
C 1.409 -5.314 -0.010
C 2.097 -6.388 0.522
C 2.957 -6.203 1.594
C 3.128 -4.940 2.132
C 2.440 -3.863 1.599
C 0.952 -2.984 -1.895
C 0.058 -3.442 -2.851
C 0.442 -3.527 -4.179
C 1.730 -3.196 -4.559
C 2.650 -2.805 -3.599
C 2.261 -2.699 -2.280
H -1.928 -3.251 2.115
H -0.177 -3.164 2.183
H -0.959 -4.686 1.720
H -4.198 -0.325 0.829
H -6.378 -0.831 1.862
H -7.036 -3.176 2.272
H -5.496 -5.001 1.664
H -3.327 -4.502 0.637
H -3.418 -4.251 -1.565
H -4.190 -4.519 -3.874
H -3.896 -2.696 -5.512
H -2.823 -0.584 -4.812
H -2.026 -0.324 -2.486
H 0.735 -5.447 -0.844
H 1.966 -7.375 0.101
H 3.492 -7.044 2.010
H 3.797 -4.796 2.968
H 2.568 -2.875 2.018
H -0.934 -3.738 -2.556
H -0.276 -3.851 -4.919
H 2.024 -3.255 -5.597
H 3.665 -2.576 -3.888
H 2.978 -2.414 -1.520
F -5.477 3.385 0.138
C -4.300 2.704 0.117
C -3.639 2.524 -1.082
C -2.434 1.837 -1.077
C -1.866 1.295 0.083
C -2.587 1.513 1.266
C -3.784 2.215 1.300
H -4.052 2.927 -1.994
H -1.904 1.757 -2.021
H -2.216 1.132 2.212
H -4.315 2.378 2.227
*
```



- The lowest energy belongs to which entry?
  C59H47NO3PPdS2Se